Record 1
This record from OMol25 describes C16H26N2O3 in the gas phase. The level of theory is ωB97M-V/def2-TZVPD.

Structure (XYZ):
```
47
Properties=species:S:1:pos:R:3:forces:R:3:lowdin_charge:R:1
C -2.724 -0.977 -1.947 0.9 -3.0 -4.1 -0.138
C -2.590 0.030 -0.899 -11.5 -7.5 2.5 -0.275
C -2.410 -0.551 0.435 -12.7 0.0 -0.8 -0.229
C -2.763 0.237 1.643 -5.5 1.3 0.1 -0.275
C -1.587 0.881 2.035 0.5 5.1 7.8 -0.323
C -1.141 2.059 1.292 1.1 2.0 -2.5 -0.292
C 0.111 1.597 0.696 2.7 1.7 -6.5 -0.139
C 0.585 2.741 -0.683 -1.3 0.0 3.3 -0.126
C 2.033 2.695 -1.036 0.5 -7.8 7.2 -0.202
C 2.571 1.353 -1.678 0.2 7.9 -5.3 -0.237
N 2.448 0.417 -0.804 -1.8 -13.4 5.6 -0.029
C 1.525 -0.683 -1.124 9.3 -3.4 12.7 0.214
C 1.537 -2.065 -0.344 4.5 11.3 0.3 0.003
C 0.476 -2.852 -0.504 -4.2 -2.9 -6.8 -0.367
C 0.100 -3.894 0.516 2.2 -3.6 -7.4 0.004
O -0.098 -2.823 -1.788 2.3 -0.4 6.5 -0.123
C 2.412 -1.920 0.961 -5.4 -6.7 -4.2 -0.470
O 2.409 -2.902 1.627 0.3 -2.0 3.1 0.103
N 3.229 -0.983 1.142 4.7 5.6 -0.3 0.225
C 3.469 -0.011 0.267 -1.4 8.5 -2.7 -0.319
O 4.243 0.938 0.470 0.0 -3.0 -0.1 0.072
H -3.730 -1.586 -1.990 2.1 1.0 0.7 0.111
H -2.708 -0.539 -3.005 0.0 -0.1 1.3 0.084
H -1.787 -1.689 -1.997 -2.1 1.0 0.3 0.076
H -2.033 0.705 -1.044 7.9 9.4 -2.5 -0.023
H -3.731 0.460 -0.867 2.7 -0.2 0.2 0.175
H -3.203 -1.544 0.667 1.6 2.3 -1.7 0.197
H -1.709 -1.007 0.767 10.0 -5.4 2.5 -0.014
H -3.186 -0.310 2.514 0.4 -0.4 -0.8 0.116
H -3.741 1.095 1.527 2.9 -2.3 -0.2 0.198
H -1.888 1.531 2.956 -0.3 -1.3 -0.4 0.140
H -0.807 0.380 2.690 -0.4 -0.3 -1.9 0.156
H -0.914 2.991 1.810 0.2 -0.3 1.1 0.114
H -1.809 2.594 0.541 0.2 -1.8 0.4 0.149
H 1.032 1.693 1.292 -0.5 -0.6 0.1 0.104
H 0.034 0.606 0.077 0.0 1.6 1.8 0.103
H 0.408 3.840 -0.248 -0.1 -2.4 -1.0 0.136
H -0.040 2.536 -1.576 0.0 0.2 0.6 0.095
H 2.223 3.471 -1.496 2.4 7.5 -5.1 -0.002
H 2.734 2.755 0.023 -2.0 0.0 -2.8 0.180
H 1.904 1.025 -2.535 1.1 1.0 0.4 0.156
H 3.600 1.702 -2.037 -1.0 -1.4 0.4 0.166
H 1.055 -0.667 -1.889 -6.4 0.9 -9.7 0.012
H -0.102 -3.449 1.367 -2.1 1.7 4.3 0.021
H 1.062 -4.508 0.728 -1.7 0.9 -0.5 0.125
H -0.559 -4.471 -0.276 0.2 0.5 2.9 0.142
H 4.063 -0.901 1.723 -0.6 -1.2 1.0 0.207
```
Positions in Å, forces in eV/Å.

Properties
- SMILES = CCCCCCCCCCn1cc(C(C)=O)c(=O)[nH]c1=O
- multiplicity = 1
- E_tot (eV) = -26122.25111
- HOMO energy (eV) = -8.81

Record 2
This record from OMol25 describes CH2FIrLiO as an isolated structure. The level of theory is ωB97M-V/def2-TZVPD.

Structure (XYZ):
```
7
Properties=species:S:1:pos:R:3:forces:R:3:lowdin_spin:R:1
C -0.531 0.331 -0.105 -0.9 -2.2 -1.6 0.065
O 0.835 -0.044 -0.435 -4.5 -0.4 -0.3 0.406
Ir 2.149 0.904 0.543 3.1 2.2 1.9 3.428
Li 0.650 -1.837 0.042 -0.4 -0.4 -0.1 0.068
F -1.124 -0.972 0.280 0.9 1.0 -0.4 0.015
H -1.056 0.642 -1.022 0.4 -0.3 0.2 0.006
H -0.923 0.975 0.697 1.5 0.1 0.3 0.012
```
Positions in Å, forces in eV/Å.

Properties
- net charge = +1
- multiplicity = 5
- E_tot (eV) = -8866.83504
- HOMO energy (alpha / beta) (eV) = -12.22 / -14.69

Record 3
This record from OMol25 describes C2H2N2O in the gas phase. The level of theory is ωB97M-V/def2-TZVPD.

Structure (XYZ):
```
7
Properties=species:S:1:pos:R:3:forces:R:3:lowdin_charge:R:1
C -1.097 0.351 0.008 6.0 3.5 -1.1 -0.177
C 0.082 1.034 -0.093 0.9 5.6 3.4 -0.138
O 1.163 0.258 -0.028 -3.0 -0.3 0.3 -0.016
N 0.555 -1.040 0.057 -2.4 0.2 -1.2 0.082
N -0.751 -0.839 -0.016 4.3 -8.6 1.0 0.017
H -2.001 0.647 0.007 -6.2 2.3 0.0 0.051
H 0.154 2.134 0.440 0.4 -2.6 -2.4 0.182
```
Positions in Å, forces in eV/Å.

Properties
- SMILES = c1conn1
- multiplicity = 1
- E_tot (eV) = -7130.09263
- HOMO energy (eV) = -10.36

no.,maximum force (hartree/bohr),M (g/mol)
1,0.312,294.39
2,0.088,248.18
3,0.188,70.05